1.
Formula: C26H33O4PRuSeSi
Source: the Open Molecules 2025 dataset
Level of theory: ωB97M-V with the def2-TZVPD basis set

Electronic energy = -120776.3803 eV
E_LUMO (spin up / spin down) = -3.528 / -4.493 eV
Max |F| = 1.8 eV/Å
Relative energy (zero: lowest compared OMol25 entry of this formula, charge and spin) = 27.4 kcal per mole
Spin multiplicity = 2
Net charge = +1

The geometry in XYZ format:
```
67
Properties=species:S:1:pos:R:3:forces:R:3
Ru 0.24167 0.41392 -0.01905 0.26 -0.19 0.67
O -1.95502 2.42446 1.05898 0.02 -0.32 0.60
C -1.10219 1.89572 1.77160 -0.25 1.09 -0.02
O -0.82202 0.63549 1.84933 0.80 -0.29 -1.53
C -0.21177 2.82632 2.56910 -0.14 -0.26 -0.20
C -0.69236 3.53658 3.66121 0.02 0.04 -0.02
C 0.12013 4.46677 4.28851 -0.07 -0.03 -0.02
C 1.40646 4.70209 3.81864 0.13 0.05 0.01
C 1.89382 3.98373 2.74235 -0.06 -0.07 -0.01
C 1.08803 3.03186 2.11525 0.15 0.01 -0.07
P 1.80191 2.06183 0.74375 -1.26 -0.80 0.04
C 2.36588 3.28572 -0.45507 -0.09 -0.27 -0.25
C 1.64136 4.46522 -0.62149 0.11 -0.05 0.08
C 1.95210 5.32031 -1.66582 0.03 0.07 -0.07
C 2.96645 4.99669 -2.55683 -0.01 -0.02 0.00
C 3.68223 3.81794 -2.39963 0.06 -0.05 -0.05
C 3.38003 2.95800 -1.35659 -0.07 0.03 0.09
C 3.23597 1.27892 1.53162 -0.13 -0.20 -0.24
C 4.53565 1.77261 1.49692 -0.06 0.04 0.00
C 5.54232 1.09382 2.16828 0.10 0.04 -0.01
C 5.25981 -0.06811 2.87068 -0.03 -0.04 0.00
C 3.95968 -0.55537 2.91840 0.02 0.00 0.00
C 2.95040 0.11349 2.24747 0.00 0.06 -0.01
H -1.70279 3.35877 4.00526 -0.01 0.05 0.00
H -0.25498 5.02467 5.13634 0.01 -0.02 0.01
H 2.03356 5.44620 4.29186 -0.02 -0.01 0.02
H 2.89965 4.16267 2.37982 0.01 0.02 0.04
H 0.84307 4.70849 0.06908 -0.01 0.02 -0.01
H 1.39917 6.24172 -1.79505 -0.01 -0.01 0.03
H 3.19758 5.65905 -3.38060 0.01 0.03 0.03
H 4.47182 3.56439 -3.09519 0.00 0.02 0.01
H 3.93154 2.03300 -1.23177 0.01 0.03 -0.06
H 4.76078 2.68550 0.95931 0.03 -0.02 0.01
H 6.55410 1.47685 2.14209 -0.01 0.00 0.00
H 6.05228 -0.59532 3.38501 0.01 0.02 0.01
H 3.73176 -1.45246 3.47897 0.01 0.00 0.01
H 1.92872 -0.25050 2.29253 0.03 -0.03 0.02
C 2.02374 -0.15812 -2.80413 0.08 0.04 -0.16
O 0.99972 -0.80085 -2.04739 0.01 0.63 0.62
C 1.23838 -2.18107 -1.75893 -0.03 -0.08 0.26
C 1.73164 -2.32606 -0.33175 0.10 0.04 -0.33
O 0.74413 -1.84596 0.57118 0.17 0.61 0.21
C -0.22495 -2.80549 0.99404 -0.15 -0.04 0.11
H 2.16489 -0.66860 -3.75918 -0.03 -0.03 0.03
H 2.97455 -0.13265 -2.26367 -0.04 -0.03 0.05
H 1.68259 0.85862 -2.98814 0.04 0.00 0.03
H 1.95667 -2.60258 -2.46450 -0.01 0.03 -0.03
H 0.27972 -2.68786 -1.88072 0.04 -0.04 -0.06
H 2.60927 -1.69098 -0.18608 0.04 -0.08 0.07
H 1.99998 -3.36132 -0.10661 -0.05 0.00 0.04
H 0.25568 -3.57578 1.59993 0.04 0.02 -0.03
H -0.72657 -3.27124 0.14323 0.02 0.04 -0.03
H -0.95492 -2.27036 1.59615 0.02 0.02 -0.01
C -3.90725 3.66645 -0.98309 0.19 -0.14 -0.21
Si -2.68109 3.18501 -2.30834 0.40 0.32 0.30
C -1.43961 4.53085 -2.74258 -0.33 -0.20 0.02
C -3.37205 2.26614 -3.79250 0.18 0.06 0.35
Se -1.31733 1.39858 -1.43601 -0.20 -0.19 -0.15
H -4.52252 4.50276 -1.32232 0.00 0.00 -0.08
H -3.38346 3.95615 -0.07221 0.02 0.00 -0.07
H -4.56511 2.83332 -0.73350 0.00 -0.01 -0.03
H -1.89955 5.29592 -3.37263 -0.01 0.00 0.00
H -0.58309 4.11765 -3.27708 -0.02 -0.01 -0.02
H -1.07125 5.01315 -1.83640 -0.04 -0.03 0.02
H -3.99095 2.91461 -4.41446 0.00 0.07 0.04
H -3.98043 1.42241 -3.46351 -0.02 0.02 0.00
H -2.55938 1.87346 -4.40571 -0.01 0.04 -0.04
```
Positions in Å, forces in eV/Å.

Atomic partial charges in e from the natural (NBO) method, atoms 1 to 5: 0.57, -0.65, 0.80, -0.72, -0.10

=====

2.
Formula: C25H42BeCl3N4O3Si
Source: the Open Molecules 2025 dataset
Level of theory: ωB97M-V with the def2-TZVPD basis set

Electronic energy = -84562.3706 eV
E_LUMO = 2.184 eV
Max |F| = 6.1 eV/Å
Relative energy (zero: lowest compared OMol25 entry of this formula, charge and spin) = 40.2 kcal per mole
Spin multiplicity = 1
Net charge = -1

The geometry in XYZ format:
```
79
Properties=species:S:1:pos:R:3:forces:R:3
C 1.54114 -3.20879 -3.26719 0.08 0.14 -0.41
C 1.82249 -4.20493 -2.19275 -0.01 0.07 0.50
H 2.41186 -3.07098 -3.90435 -0.02 0.12 -0.05
H 1.26096 -2.23588 -2.85858 0.02 -0.10 0.09
H 0.72696 -3.53441 -3.92430 -0.03 -0.04 0.12
C 2.79650 -5.10182 -2.23262 0.02 -0.23 -0.09
C 3.68870 -5.27500 -3.40860 0.59 -0.15 -0.39
H 2.96791 -5.78745 -1.40053 -0.24 0.21 -0.22
H 4.01750 -4.32350 -3.83938 -0.05 -0.15 0.06
H 3.21018 -5.84798 -4.21095 -0.04 0.08 0.05
H 4.57915 -5.83480 -3.12642 0.11 0.01 -0.03
Be -2.19420 3.21710 -0.55255 0.94 0.67 -1.41
Cl -3.67990 3.08654 -1.84246 -1.16 -0.18 0.20
Cl -0.84187 2.02135 -1.61069 0.08 0.38 0.14
C -2.97081 1.42292 0.93968 0.79 1.34 -0.27
O -2.25545 2.45872 0.86103 -1.25 -1.46 0.51
N -2.87895 0.62463 1.98417 -0.28 -0.19 0.68
C -1.99295 0.98718 3.09850 0.12 -0.33 -0.21
C -3.72650 -0.55871 2.08226 0.17 -0.01 -0.20
H -3.69759 1.18762 0.14369 0.33 -0.03 0.21
H -1.62295 2.00212 2.93343 -0.12 -0.25 0.07
H -1.13398 0.30169 3.12086 -0.20 0.17 0.06
H -2.53339 0.91965 4.05250 0.05 0.01 -0.30
H -4.41688 -0.53154 1.23286 0.04 -0.12 0.25
H -4.29671 -0.56085 3.02346 0.20 0.03 -0.28
H -3.11847 -1.47224 2.00362 -0.25 0.29 0.18
H 1.91708 3.44231 -3.46179 0.14 0.21 0.03
H 2.23994 1.75535 -1.35245 0.30 0.15 0.06
C 2.36643 4.20790 -2.80989 -0.62 -0.02 0.68
C 2.81958 2.61135 -0.96748 0.24 0.46 -0.26
N 2.19983 3.85580 -1.39581 1.50 -1.54 0.60
H 1.89490 5.17870 -3.01973 0.12 -0.51 0.15
C 1.20931 4.31827 -0.62211 -2.46 3.31 -4.46
O 1.03215 4.31226 0.55401 1.03 -1.75 4.55
H 2.83538 2.59667 0.12818 0.01 -0.10 -0.22
H 0.31325 4.85071 -1.34389 3.39 -1.25 2.97
H 3.43945 4.29176 -2.98236 0.15 -0.12 -0.20
H 3.83369 2.61687 -1.36700 0.23 -0.46 0.14
O 1.22092 -2.87029 -0.32349 0.27 0.03 -0.14
C 0.91508 -4.08498 -1.00089 -0.38 0.73 1.11
C 1.91401 -5.56569 0.86747 -0.31 -0.44 0.12
C 0.92593 -5.30284 -0.08510 -0.14 0.22 -0.42
H 2.69917 -4.83286 1.06425 -0.27 -0.17 -0.10
C 1.89489 -6.79631 1.54646 -0.12 0.04 -0.13
H -0.10489 -4.00898 -1.40417 -0.05 0.01 0.08
C -0.07713 -6.23618 -0.35114 0.38 -0.29 0.29
H 2.67901 -7.02440 2.28303 -0.44 0.12 -0.34
C 0.90549 -7.75066 1.25823 0.02 0.09 -0.18
C -0.07807 -7.46995 0.29252 0.20 -0.12 0.25
H -0.82124 -5.98224 -1.10639 0.10 -0.21 0.18
H 0.91241 -8.72482 1.76993 0.00 0.55 -0.27
H -0.82780 -8.22021 0.02009 0.25 0.26 0.26
Si 0.71136 -1.74512 0.82612 0.93 -1.30 -0.31
Cl -0.55534 5.22164 -2.41785 -3.65 2.19 -4.35
C 2.15704 -1.63398 2.00830 0.16 0.04 0.10
C -0.65847 -2.60327 1.77013 -0.27 0.00 -0.03
C 0.36037 -0.17100 -0.03069 -0.26 -0.72 0.22
H 2.45741 -2.64577 2.30957 -0.03 0.16 0.02
H 1.87022 -1.08005 2.91083 0.12 -0.02 -0.07
H 3.02861 -1.13700 1.55915 -0.24 -0.09 0.09
H 1.18358 0.07172 -0.71467 -0.32 0.01 0.20
H 0.19228 0.66994 0.64620 0.01 0.03 -0.22
H -0.54847 -0.33713 -0.62438 0.27 0.37 0.03
H -0.28066 -3.59179 2.07205 -0.12 0.24 -0.03
H -1.53817 -2.75941 1.13002 0.11 -0.01 0.18
H -0.95721 -2.05358 2.67061 -0.02 -0.13 -0.11
N -2.96411 8.53564 1.90200 -1.42 2.65 0.25
C -2.70860 7.38282 1.27757 0.80 -1.75 -0.44
C -3.32499 7.04544 0.04513 0.46 -0.22 0.56
C -3.01835 5.82678 -0.52703 0.36 -0.30 0.39
N -2.17666 4.91418 0.04182 -0.42 0.40 0.32
C -1.55926 5.24642 1.19394 -0.59 0.97 0.13
C -1.79187 6.45981 1.85540 -0.68 -0.35 -1.23
H -3.60427 9.24860 1.52181 0.69 -1.03 0.14
H -2.55075 8.81196 2.76996 0.29 -0.36 0.07
H -4.04247 7.71360 -0.43864 0.33 -0.18 0.17
H -3.48293 5.53442 -1.46944 0.32 -0.04 0.36
H -0.82939 4.56692 1.62163 -0.26 -0.13 -0.37
H -1.29039 6.66009 2.79530 -0.02 0.11 -0.12
```
Positions in Å, forces in eV/Å.

Atomic partial charges in e from the Löwdin method, atoms 1 to 5: -0.03, -0.24, 0.07, 0.09, 0.09

=====

3.
Formula: C37H60Cl4O30
Source: the Open Molecules 2025 dataset
Level of theory: ωB97M-V with the def2-TZVPD basis set

Electronic energy = -150852.6875 eV
E_LUMO = 0.129 eV
Max |F| = 5.9 eV/Å
Spin multiplicity = 1
SMILES string = CCOC(=O)OC.CCOC(=O)OC.CCOC(=O)OC.O=C1OCCO1.O=C1OCCO1.O=C1OCCO1.O=C1OCCO1.O=C1OCCO1.O=C1OCCO1.O=C1OCCO1.ClCCCl.ClCCCl

The geometry in XYZ format:
```
131
Properties=species:S:1:pos:R:3:forces:R:3
C 9.07426 -1.96872 -3.90901 -0.69 -0.54 -0.97
C 7.77023 -1.21422 -4.15621 -0.29 0.92 1.42
O 7.24251 -1.26789 -5.48345 1.39 -0.13 -0.86
C 6.20756 -0.56891 -5.90598 -2.76 0.20 1.09
O 5.50053 -0.95690 -6.81148 1.11 1.32 0.79
O 5.90010 0.49268 -5.01618 0.90 -0.75 -0.63
C 4.76158 1.33284 -5.20537 -0.71 0.21 -1.29
H 9.43430 -1.81246 -2.89213 -0.29 0.18 0.00
H 9.81927 -1.56409 -4.59409 0.12 -0.21 -0.01
H 8.95550 -3.04173 -4.05948 0.18 0.00 -0.12
H 8.04459 -0.20835 -3.83832 -0.61 0.40 -0.42
H 6.90914 -1.52587 -3.56502 0.43 -0.21 0.59
H 4.63962 2.13431 -4.47676 0.71 -0.67 0.79
H 3.82249 0.78190 -5.25710 0.18 -0.29 0.10
H 4.81531 1.93060 -6.11526 0.32 -0.43 -0.47
C -1.22463 -4.77075 6.28758 0.56 0.15 -0.35
C -2.03681 -3.47882 6.17091 1.48 -0.96 0.15
O -3.36509 -3.77904 6.55944 -0.20 -0.46 -0.61
C -3.90403 -3.05881 7.50603 0.21 2.12 1.08
O -3.35118 -2.12972 8.09099 -1.10 -1.35 -0.57
O -5.17383 -3.45944 7.67450 0.52 0.66 -0.35
C -6.01126 -2.53009 8.37412 -0.78 -0.91 0.63
H -1.44660 -5.42168 5.44193 -0.15 -0.22 0.24
H -1.31126 -5.30965 7.23108 -0.48 0.15 -0.01
H -0.16074 -4.54449 6.21661 0.09 0.20 -0.17
H -2.01569 -3.19368 5.11908 -0.37 0.24 0.07
H -1.57272 -2.69428 6.76860 -0.50 0.02 0.07
H -6.00674 -1.49941 8.01949 0.55 -0.19 -0.08
H -5.80793 -2.62461 9.44081 0.16 0.47 -0.03
H -7.01195 -2.93556 8.22470 0.00 0.09 -0.07
C 1.27667 -12.85215 -9.71323 0.52 0.27 0.91
C 2.61313 -12.61620 -9.00632 -0.07 -0.92 0.27
O 2.90561 -11.22448 -8.71188 0.00 -1.01 -0.41
C 2.24160 -10.59298 -7.72803 -2.59 -2.90 0.81
O 1.39492 -11.06409 -6.96048 1.61 0.38 -1.37
O 2.60455 -9.37645 -7.79124 0.86 4.20 -0.09
C 1.85810 -8.32102 -7.12533 -0.05 -0.09 0.72
H 0.57923 -12.50055 -8.95293 -0.71 0.21 -0.72
H 1.09553 -13.91702 -9.85932 0.21 -0.08 0.16
H 1.23253 -12.39526 -10.70186 -0.21 0.37 0.29
H 3.41641 -13.07365 -9.58387 0.38 0.89 -0.16
H 2.63591 -13.19486 -8.08289 -0.25 0.24 0.26
H 2.46060 -7.45233 -6.85985 0.98 -0.65 -0.06
H 1.44354 -8.72167 -6.20030 -0.31 0.05 -0.28
H 1.12688 -7.81926 -7.75910 -0.37 -0.96 -0.33
O -11.11363 4.32052 -2.58476 2.93 0.63 -0.55
C -9.93822 4.69692 -2.55474 -5.36 -0.69 -2.28
O -9.33902 4.94659 -1.46272 2.62 0.55 2.72
C -7.94533 5.13004 -1.75514 0.86 -0.13 0.52
C -7.92754 5.54185 -3.22165 -0.61 -0.02 1.42
O -9.20837 5.04119 -3.64072 0.46 -0.44 -0.67
H -7.47163 5.85071 -1.08855 -0.45 0.12 0.02
H -7.41671 4.18988 -1.59777 -0.21 -0.20 -0.01
H -7.06787 5.06672 -3.69421 -0.41 0.24 -0.56
H -7.94437 6.63119 -3.25561 0.19 -0.06 -0.61
O 4.54215 7.68889 3.10411 -0.76 -0.10 0.05
C 5.59158 7.16438 2.97288 1.05 1.45 0.43
O 6.74908 7.69347 3.42573 -0.54 2.25 1.70
C 7.89964 7.05564 2.97240 -1.05 -1.26 -0.45
C 7.24691 5.72552 2.55882 1.31 -0.57 0.15
O 5.88604 6.06049 2.34812 -0.20 -2.07 -1.55
H 8.24992 7.62102 2.10883 0.60 -0.12 0.16
H 8.59457 6.91525 3.80033 0.18 0.31 -0.34
H 7.28461 4.98018 3.35327 0.03 0.07 0.14
H 7.75367 5.29205 1.69661 -0.63 0.04 -0.29
O -2.01985 8.84301 -0.68855 -0.71 1.49 -0.41
C -2.37865 9.99264 -0.72186 0.24 -1.20 0.96
O -1.58455 11.05216 -0.85357 3.22 -2.43 -0.34
C -2.26187 12.21367 -0.88456 0.78 2.55 -1.19
C -3.55705 11.88299 -0.35429 -2.07 -0.01 1.66
O -3.61778 10.46432 -0.48965 -1.13 -0.56 -0.48
H -1.72101 12.94623 -0.28546 -0.07 0.23 -0.33
H -2.40123 12.52233 -1.92061 0.51 0.41 -0.16
H -4.31661 12.43492 -0.90794 -0.45 -0.58 0.25
H -3.61304 12.09455 0.71352 -0.34 0.08 0.04
O 4.59106 2.99969 8.41584 0.06 0.40 3.03
C 4.75054 3.45906 9.53650 -0.15 -2.73 -1.82
O 4.64753 2.75592 10.77393 0.01 0.37 -1.95
C 5.04521 3.61538 11.83265 -0.13 0.85 -0.51
C 4.98380 4.98660 11.11433 -0.26 0.34 1.48
O 5.11818 4.70068 9.73105 0.50 0.84 0.86
H 4.37558 3.51855 12.68724 -0.32 0.12 -0.30
H 6.03340 3.38501 12.23078 0.24 -0.19 -0.49
H 5.74510 5.66674 11.49636 0.09 -0.01 -0.50
H 4.00921 5.46045 11.23154 -0.04 0.00 0.21
O 1.72009 -2.20352 -0.76436 -3.28 3.64 1.70
C 1.01653 -1.23425 -0.35851 2.49 -3.83 -3.26
O -0.20449 -0.87195 -0.80181 -0.30 -1.88 -0.64
C -0.73383 0.20371 -0.03439 0.10 -0.93 -0.56
C 0.50372 0.63463 0.65673 -0.68 3.36 1.60
O 1.45872 -0.30501 0.43864 2.20 -0.72 0.94
H -1.07032 0.92007 -0.78385 -0.59 0.01 0.59
H -1.44298 -0.17762 0.70032 -0.55 0.16 -0.55
H 0.36425 0.74502 1.73212 0.00 0.16 0.00
H 0.77749 1.60413 0.24054 0.61 0.04 0.19
O -4.80684 3.12994 5.68434 -0.10 0.45 -0.55
C -3.95146 3.75393 6.21358 0.85 -0.62 0.81
O -3.93247 4.00893 7.53989 0.25 0.45 0.47
C -2.64314 4.49074 7.94715 0.57 -0.41 -0.81
C -1.89605 4.68919 6.59085 -0.01 0.89 1.58
O -2.78784 4.18486 5.65466 -0.88 -0.53 -1.32
H -2.71993 5.40678 8.53287 -0.21 -0.19 -0.06
H -2.11154 3.71008 8.49127 -0.39 0.04 0.37
H -0.94278 4.16102 6.57073 -0.14 -0.07 -0.17
H -1.72280 5.75395 6.43471 0.06 -0.03 -0.34
O -3.13565 -1.34624 -7.61330 -0.78 3.46 -3.09
C -3.29715 -0.26956 -8.20963 0.46 -2.73 1.97
O -3.29857 0.89487 -7.48432 0.04 -2.06 0.31
C -3.36379 1.96439 -8.31676 -0.54 2.38 -1.71
C -3.34623 1.40037 -9.73900 1.02 0.14 -0.32
O -3.47199 0.00394 -9.57098 -0.19 -1.43 2.56
H -4.29568 2.52565 -8.24843 -0.18 -0.08 0.70
H -2.55626 2.66896 -8.11781 0.14 -0.13 -0.05
H -2.36676 1.49867 -10.20705 -0.16 0.61 -0.29
H -4.15899 1.79376 -10.34955 0.20 -0.17 -0.08
Cl 7.30426 -10.99450 -1.53896 0.18 -0.54 0.20
C 5.65706 -10.58801 -2.10210 0.27 0.50 0.29
C 4.90915 -9.85909 -0.96682 0.75 -0.37 -1.52
Cl 4.45898 -10.96445 0.34056 0.01 0.21 0.01
H 5.16727 -11.47514 -2.50361 0.05 0.10 0.20
H 5.91920 -9.88713 -2.89467 -0.72 0.04 -0.10
H 4.02334 -9.39236 -1.39763 -0.06 -0.03 0.32
H 5.63919 -9.11151 -0.65653 -0.48 0.08 0.59
Cl -10.21926 -3.04335 3.22387 0.21 0.40 -0.14
C -9.60883 -2.13127 1.76891 -1.68 0.09 0.85
C -8.46245 -2.86040 1.24409 2.05 -0.41 -1.17
Cl -8.05998 -2.12140 -0.38953 -0.09 -0.37 0.54
H -9.35857 -1.11124 2.06048 -0.09 -0.18 0.06
H -10.45669 -2.12936 1.08391 0.21 0.09 -0.02
H -8.57189 -3.93700 1.11348 -0.45 0.23 -0.18
H -7.55865 -2.73153 1.83962 -0.15 0.15 0.06
```
Positions in Å, forces in eV/Å.

Atomic partial charges in e from the Löwdin method, atoms 1 to 5: -0.06, -0.22, 0.04, -0.53, 0.13

=====

4.
Formula: C3H5NO2
Source: the Open Molecules 2025 dataset
Level of theory: ωB97M-V with the def2-TZVPD basis set

Electronic energy = -8776.7467 eV
E_LUMO = 0.410 eV
Max |F| = 0.9 eV/Å
Relative energy (zero: lowest compared OMol25 entry of this formula, charge and spin) = 21.9 kcal per mole
Spin multiplicity = 1
SMILES string = O=C=NC=O.C

The geometry in XYZ format:
```
11
Properties=species:S:1:pos:R:3:forces:R:3
O 1.56459 1.93674 1.50516 -0.63 -0.57 -0.11
C 0.71421 1.14508 1.42051 0.32 0.28 0.13
N -0.19417 0.35921 1.23034 0.30 0.32 -0.04
C -0.71951 -0.69677 1.98681 -0.33 -0.37 -0.05
O -1.52462 -1.46429 1.54470 0.39 0.38 0.23
H -0.33368 -0.74683 3.01924 -0.06 -0.03 -0.13
C 0.09829 -0.10965 -2.14054 0.00 0.00 -0.02
H 0.89364 0.53265 -1.75449 -0.09 -0.08 -0.05
H 0.47479 -0.66955 -2.99955 -0.05 0.05 0.13
H -0.74423 0.51032 -2.45516 0.10 -0.09 0.06
H -0.22930 -0.79692 -1.35703 0.04 0.10 -0.16
```
Positions in Å, forces in eV/Å.

Atomic partial charges in e from the natural (NBO) method, atoms 1 to 5: -0.46, 0.91, -0.62, 0.53, -0.49